Below is a cluster of 9 separate species, C30H84N6O9 in total, with properties calculated with ωB97M-V/def2-TZVPD.

Atoms and positions in Å:
C  -13.469  0.235  20.123
C  -13.875  1.634  19.611
C  -14.090  2.575  20.785
O  -15.059  2.080  21.726
C  -15.806  3.102  22.360
N  -12.788  2.350  18.835
H  -13.442  -0.502  19.209
H  -14.128  -0.163  20.910
H  -12.475  0.236  20.518
H  -14.717  1.481  18.931
H  -14.345  3.609  20.457
H  -13.122  2.590  21.322
H  -16.429  3.643  21.643
H  -15.102  3.796  22.830
H  -16.393  2.585  23.162
H  -12.579  1.891  17.920
H  -11.912  2.236  19.357
C  -10.704  9.807  20.305
C  -10.989  8.854  21.530
C  -10.308  9.402  22.717
O  -8.921  9.349  22.413
C  -8.145  9.919  23.460
N  -12.411  8.512  21.922
H  -10.976  10.862  20.455
H  -11.174  9.478  19.422
H  -9.610  9.671  20.120
H  -10.470  7.888  21.332
H  -10.595  8.827  23.597
H  -10.581  10.454  22.900
H  -7.096  10.033  23.034
H  -8.153  9.291  24.282
H  -8.542  10.927  23.673
H  -12.861  9.302  22.413
H  -13.022  8.387  21.091
C  -10.539  5.708  23.149
C  -11.715  4.656  23.085
C  -11.640  3.599  24.165
O  -10.557  2.757  23.943
C  -10.270  1.762  24.893
N  -12.936  5.424  23.084
H  -10.261  5.880  22.122
H  -9.672  5.439  23.652
H  -10.908  6.640  23.523
H  -11.644  4.088  22.172
H  -12.686  3.118  24.198
H  -11.446  4.123  25.133
H  -9.364  1.314  24.552
H  -11.116  1.026  25.039
H  -10.061  2.167  25.898
H  -13.603  5.044  22.436
H  -12.825  6.349  22.737
C  -11.840  3.601  15.623
C  -10.634  3.105  14.794
C  -11.060  2.835  13.334
O  -11.834  1.612  13.249
C  -11.061  0.469  13.356
N  -9.571  4.098  14.834
H  -11.499  3.734  16.640
H  -12.621  2.870  15.763
H  -12.388  4.513  15.204
H  -10.207  2.171  15.290
H  -10.163  2.712  12.677
H  -11.656  3.619  12.987
H  -10.505  0.433  14.283
H  -10.454  0.317  12.441
H  -11.753  -0.404  13.449
H  -9.360  4.304  15.799
H  -8.737  3.691  14.508
C  -5.230  6.677  18.718
C  -5.015  5.294  19.260
C  -5.928  5.175  20.553
O  -5.443  6.085  21.481
C  -6.422  6.667  22.294
N  -5.459  4.250  18.397
H  -4.925  7.439  19.435
H  -6.266  6.825  18.539
H  -4.706  6.850  17.806
H  -4.003  5.309  19.617
H  -5.855  4.154  20.903
H  -6.884  5.324  20.226
H  -7.095  7.310  21.647
H  -5.959  7.368  22.941
H  -7.047  5.920  22.804
H  -5.330  3.322  18.727
H  -5.067  4.408  17.506
C  -14.545  10.041  16.791
C  -13.155  9.476  16.921
C  -13.333  7.983  16.749
O  -14.115  7.514  17.894
C  -14.334  6.126  17.902
N  -12.115  9.889  16.047
H  -15.080  9.409  17.526
H  -14.985  10.012  15.787
H  -14.613  11.028  17.141
H  -12.928  9.738  17.949
H  -12.316  7.505  16.758
H  -13.898  7.784  15.850
H  -13.426  5.657  18.268
H  -14.655  5.697  16.964
H  -15.211  5.999  18.578
H  -12.120  10.938  15.974
H  -11.975  9.413  15.193
C  -10.770  8.349  12.771
C  -10.268  7.509  13.902
O  -11.056  6.397  14.131
H  -10.607  7.931  11.770
H  -10.391  9.412  12.742
H  -11.925  8.333  12.891
H  -10.409  8.079  14.804
H  -9.194  7.323  13.726
H  -10.488  5.700  14.446
C  -10.337  6.313  17.942
C  -8.974  6.052  18.502
O  -8.524  4.875  17.870
H  -10.837  5.372  18.115
H  -10.529  6.783  16.980
H  -10.754  7.069  18.630
H  -9.106  5.840  19.592
H  -8.252  6.936  18.376
H  -7.582  4.709  18.182
C  -8.674  2.236  19.763
C  -9.367  2.651  21.012
O  -10.543  1.854  21.187
H  -8.383  1.157  19.762
H  -7.751  2.821  19.673
H  -9.398  2.330  18.911
H  -9.695  3.677  20.900
H  -8.702  2.564  21.904
H  -10.857  1.939  22.123

Output
E_LUMO: 0.616 eV
E: -59834.56183 eV
net charge: 0
HOMO energy: -0.324 Ha
SMILES string: COC[C@H](C)N.COC[C@H](C)N.COC[C@H](C)N.COC[C@H](C)N.COC[C@H](C)N.COC[C@H](C)N.CCO.CCO.CCO